{
  "formula": "C21H19N3O2S",
  "method": "the ωB97M-V functional and the def2-TZVPD basis",
  "elements": ["C", "C", "C", "C", "C", "C", "O", "N", "C", "C", "C", "C", "C", "C", "S", "C", "O", "N", "C", "C", "C", "C", "C", "N", "C", "C", "C", "H", "H", "H", "H", "H", "H", "H", "H", "H", "H", "H", "H", "H", "H", "H", "H", "H", "H", "H"],
  "coordinates": [[-3.3301, -3.0953, -3.6296], [-2.4982, -2.1564, -2.8140], [-2.9802, -1.6417, -1.6150], [-2.2255, -0.7579, -0.8719], [-0.9544, -0.3785, -1.2999], [-0.2055, 0.5627, -0.4276], [-0.7866, 1.4079, 0.2387], [1.1408, 0.3751, -0.4233], [2.1799, 0.9542, 0.3289], [3.3828, 1.1886, -0.2325], [3.7167, 1.0990, -1.6235], [2.9192, 1.1961, -2.7382], [3.6328, 1.0722, -3.9448], [4.9645, 0.8801, -3.7491], [5.3807, 0.8632, -2.0850], [2.0834, 1.0950, 1.8266], [3.0448, 0.8306, 2.5275], [0.9094, 1.5350, 2.2965], [0.5885, 1.5452, 3.7029], [-0.6784, 0.7769, 3.9593], [-1.6309, 1.2185, 4.8688], [-2.7923, 0.4843, 5.0428], [-2.9630, -0.6649, 4.2869], [-2.0639, -1.0995, 3.4200], [-0.9556, -0.4004, 3.2679], [-0.4694, -0.8854, -2.5024], [-1.2392, -1.7581, -3.2481], [-2.7094, -3.6916, -4.2938], [-4.0348, -2.5299, -4.2403], [-3.9039, -3.7595, -2.9873], [-3.9572, -1.9378, -1.2626], [-2.5989, -0.3592, 0.0591], [1.4900, -0.2580, -1.1334], [4.1841, 1.4584, 0.4407], [1.8680, 1.4205, -2.6976], [3.1749, 1.1273, -4.9164], [5.7317, 0.7495, -4.4861], [0.1510, 1.7308, 1.6400], [1.4348, 1.0889, 4.2303], [0.4771, 2.5770, 4.0569], [-1.4644, 2.1271, 5.4310], [-3.5505, 0.8019, 5.7419], [-3.8569, -1.2684, 4.3751], [-0.2468, -0.7995, 2.5530], [0.4952, -0.5861, -2.8887], [-0.8544, -2.1377, -4.1838]],
  "forces_ev_per_a": [[-0.0444, 0.0358, -0.0402], [0.0846, 0.0469, 0.0387], [0.0776, -0.0012, -0.0704], [0.1580, 0.1182, 0.0380], [-0.3552, -0.1810, -0.1788], [0.1220, 0.1577, -0.0062], [-0.1183, 0.0111, -0.0680], [0.0891, -0.2952, -0.3536], [0.7958, 0.3123, -0.1654], [-0.6242, 0.1058, 0.7586], [0.3258, -0.1464, -0.6878], [0.0885, 0.0371, 0.3144], [0.2357, -0.0617, -0.1919], [0.1443, 0.0081, 0.2981], [-0.6619, 0.0342, -0.2131], [0.0054, 0.0531, 0.0074], [0.2244, -0.0328, 0.1148], [-0.3488, 0.1490, 0.0949], [0.3186, -0.0199, 0.1676], [-0.2429, 0.0137, 0.0849], [0.0945, -0.1528, -0.1305], [0.0372, -0.0339, -0.0302], [-0.2269, 0.1435, 0.2509], [-0.1053, -0.4598, -0.2475], [0.2529, 0.2391, 0.0613], [-0.0070, 0.1211, 0.1831], [-0.0594, -0.0510, -0.0134], [-0.0102, -0.0682, -0.0487], [-0.0648, -0.0352, -0.0643], [-0.0464, -0.0772, -0.0102], [-0.1009, -0.0482, 0.0526], [-0.0360, 0.0424, 0.0773], [-0.1189, -0.0289, 0.1506], [-0.0413, -0.0440, 0.1779], [-0.1659, 0.0093, 0.0544], [-0.0342, 0.0134, -0.1721], [0.1284, -0.0175, -0.1921], [0.2331, -0.0701, -0.0281], [-0.1278, 0.1635, -0.0439], [0.0422, -0.1478, 0.0522], [0.0119, 0.0962, 0.0278], [-0.0795, 0.0064, 0.0434], [-0.1097, 0.0187, 0.0796], [0.1135, 0.0615, -0.0676], [0.1158, 0.0176, -0.0168], [0.0305, -0.0428, -0.0872]],
  "fmax_ev_per_a": 0.99,
  "de_lowest_kj_mol": 32.3,
  "orbital_gap_ev": 8.3,
  "smiles": "Cc1ccc(C(=O)N/C(=C\\c2cccs2)C(=O)NCc2cccnc2)cc1"
}

***

{
  "formula": "C21H19N3O4S",
  "method": "the ωB97M-V functional and the def2-TZVPD basis",
  "elements": ["C", "O", "C", "C", "C", "C", "C", "N", "C", "C", "C", "C", "C", "C", "C", "O", "N", "N", "S", "O", "O", "C", "C", "C", "C", "C", "C", "C", "C", "H", "H", "H", "H", "H", "H", "H", "H", "H", "H", "H", "H", "H", "H", "H", "H", "H", "H", "H"],
  "coordinates": [[4.0319, -3.2475, 2.6857], [3.8723, -1.8620, 2.4934], [2.6675, -1.3962, 2.0746], [2.5680, -0.0106, 1.9257], [1.3943, 0.5639, 1.4940], [0.2949, -0.2304, 1.1845], [-0.9891, 0.3972, 0.7112], [-1.6290, 1.1017, 1.8044], [-2.7217, 1.8798, 1.4992], [-3.7117, 2.1678, 2.4364], [-4.7737, 2.9828, 2.0957], [-4.8707, 3.5272, 0.8221], [-3.8820, 3.2692, -0.1065], [-2.8049, 2.4531, 0.2215], [-1.7123, 2.2559, -0.7403], [-1.5677, 2.8816, -1.7751], [-0.7353, 1.3837, -0.3227], [0.3015, 1.1152, -1.2180], [-0.0367, -0.2025, -2.2749], [0.3165, 0.1840, -3.6071], [-1.3568, -0.7003, -2.0070], [1.1669, -1.4131, -1.7353], [2.4570, -1.0039, -1.4652], [3.4071, -1.9526, -1.1251], [3.0576, -3.2932, -1.0751], [1.7589, -3.6915, -1.3485], [0.8045, -2.7438, -1.6813], [0.3902, -1.6021, 1.3440], [1.5610, -2.1890, 1.7921], [3.3588, -3.6248, 3.4618], [3.8649, -3.8023, 1.7576], [5.0631, -3.3824, 3.0082], [3.4319, 0.5909, 2.1590], [1.3199, 1.6340, 1.3852], [-1.6543, -0.3916, 0.2994], [-1.6687, 0.5888, 2.6728], [-3.6420, 1.7431, 3.4277], [-5.5392, 3.1902, 2.8290], [-5.7090, 4.1553, 0.5644], [-3.9136, 3.6939, -1.0980], [0.3936, 1.9470, -1.8042], [2.6994, 0.0442, -1.5217], [4.4191, -1.6484, -0.9057], [3.8054, -4.0340, -0.8305], [1.4918, -4.7369, -1.3103], [-0.2154, -3.0151, -1.9032], [-0.4593, -2.2281, 1.1133], [1.5983, -3.2603, 1.9061]],
  "forces_ev_per_a": [[0.0188, -0.2132, 0.0405], [-0.0292, 0.3183, -0.0878], [-0.2688, 0.0524, -0.0182], [0.0649, -0.0421, 0.0669], [0.0439, -0.1763, 0.1035], [-0.1583, -0.1533, 0.0974], [-0.1215, -0.4765, 0.3356], [0.1685, -0.0278, 0.1965], [-0.1342, 0.2060, -0.2250], [-0.0643, 0.0078, 0.0604], [0.1196, -0.1121, 0.0311], [-0.0440, 0.1103, -0.1585], [0.0176, -0.0570, 0.0668], [-0.2561, -0.1101, 0.2075], [0.2275, 0.3212, -0.1954], [-0.1790, -0.0063, -0.0755], [0.1992, -0.1486, 0.0388], [-0.2761, -0.3568, -0.5565], [0.1366, -0.1850, -0.1771], [0.2548, 0.2713, 0.1266], [0.1736, 0.0001, 0.2113], [-0.3374, 0.3556, -0.1253], [0.1606, 0.0216, 0.0029], [-0.0321, 0.0338, -0.0886], [0.0243, -0.0498, -0.0299], [-0.0104, 0.0343, -0.0783], [-0.1742, -0.0765, -0.0857], [-0.1169, 0.3996, 0.0234], [0.3599, -0.1866, 0.2209], [0.0053, 0.0107, -0.0383], [-0.0135, 0.0082, 0.0389], [-0.0798, -0.0468, -0.0236], [0.1190, 0.0922, 0.0262], [0.0238, 0.1567, -0.0277], [0.2176, 0.2716, 0.1936], [0.0153, -0.0071, -0.1167], [-0.0001, -0.0409, 0.1004], [-0.0530, 0.0095, 0.0651], [-0.0624, 0.0570, -0.0320], [0.0048, 0.0459, -0.0890], [-0.0141, -0.0567, -0.0896], [0.1388, 0.1254, 0.0650], [0.0877, 0.0499, 0.0310], [0.0577, -0.0539, 0.0364], [-0.0390, -0.0790, -0.0028], [-0.1245, -0.1185, 0.0100], [-0.1055, -0.0723, -0.0779], [0.0547, -0.1061, 0.0027]],
  "fmax_ev_per_a": 0.72,
  "de_lowest_kj_mol": 203.6,
  "orbital_gap_ev": 8.9,
  "smiles": "COc1ccc([C@H]2Nc3ccccc3C(=O)N2NS(=O)(=O)c2ccccc2)cc1"
}